69
Properties=species:S:1:pos:R:3:forces:R:3:lowdin_charge:R:1 method="wB97M-V/def2-TZVPD" homo_lumo_gap_ev="5.759 / 7.754" multiplicity=5 e_homo_ev="-5.22 / -8.00" lumo_ev="0.53 / -0.25" s2=6.09
C -3.4649 -0.0572 3.4968 -0.16 0.36 0.21 -0.1066
C -2.4090 -0.8799 2.8577 1.04 -0.52 0.23 -0.5745
C -1.1072 -1.1092 3.2993 -0.04 -0.39 -0.35 -0.1265
C -0.3585 -1.9767 2.4623 -0.33 0.99 0.79 -0.1377
C -0.9765 -2.2110 1.2057 -0.38 -0.06 0.39 -0.4910
B 0.7581 2.2503 -0.2458 -0.91 1.95 2.12 -0.4306
C -0.7316 -3.4518 0.4621 0.11 -1.34 -0.61 -0.2377
C 0.3697 -4.2988 0.7891 -0.57 0.07 -0.46 -0.0586
C 0.6227 -5.4415 0.0175 -0.36 0.18 -0.08 -0.0791
C -0.2510 -5.8050 -1.0297 -0.02 -0.12 -0.02 -0.0948
C -1.3737 -5.0109 -1.3185 0.16 -0.18 0.32 -0.0876
C -1.6234 -3.8592 -0.5614 0.38 -0.32 0.37 -0.0875
O -0.4046 2.9707 -0.3162 0.24 0.19 0.03 0.1054
C -0.4275 3.9124 0.8052 0.21 -0.41 0.16 -0.4680
C -0.9600 5.2230 0.2769 0.06 0.36 -0.09 -0.0116
C -1.3625 3.3911 1.8857 0.01 -0.24 0.43 -0.0146
C 1.0725 3.9071 1.2645 0.23 -0.17 -0.72 -0.4702
C 1.9424 4.8837 0.4536 0.09 0.20 -0.08 -0.0192
C 1.3525 4.1122 2.7298 -0.20 0.24 0.42 -0.0148
O 1.5075 2.5590 0.8852 -0.27 0.14 -0.81 0.1116
S -2.7053 -1.7947 1.4312 0.01 0.07 -0.42 1.0766
H -3.0917 0.3538 4.4416 -0.08 -0.09 -0.15 0.0824
H -3.7483 0.7865 2.8576 0.00 -0.06 0.05 0.0733
H -4.3829 -0.6191 3.7105 0.20 -0.01 -0.07 0.0792
H -0.7246 -0.6526 4.2098 -0.03 -0.15 -0.15 0.1128
H 0.6803 -2.2207 2.6133 0.08 0.01 0.21 0.1110
H 1.0134 -4.0678 1.6585 -0.42 -0.11 -0.75 0.1167
H 1.5121 -6.0453 0.2397 -0.53 0.15 -0.07 0.1061
H -0.1056 -6.7562 -1.5839 0.06 0.86 0.39 0.1079
H -2.0764 -5.3058 -2.1181 0.46 0.16 0.57 0.1148
H -2.5718 -3.3230 -0.7143 0.61 -0.06 -0.05 0.0927
H -1.0487 5.9377 1.1111 -0.03 -0.09 -0.36 0.1001
H -0.3035 5.6455 -0.4985 -0.32 -0.13 0.28 0.0865
H -1.9542 5.0459 -0.1628 0.33 0.14 0.20 0.1007
H -1.3825 4.1366 2.6996 -0.17 -0.38 -0.20 0.0952
H -2.3723 3.2666 1.4859 0.08 0.14 -0.01 0.0924
H -1.0634 2.4128 2.3061 0.09 0.43 -0.26 0.0969
H 1.7608 5.9192 0.7867 0.12 -0.32 -0.15 0.0951
H 2.9990 4.6311 0.6339 -0.36 0.12 -0.03 0.0996
H 1.7697 4.8383 -0.6391 -0.04 -0.12 0.56 0.0989
H 0.9995 5.1174 3.0088 0.17 -0.24 0.07 0.0993
H 0.8460 3.3825 3.3713 0.14 0.09 -0.22 0.0881
H 2.4356 4.0563 2.9128 -0.36 0.01 -0.06 0.0993
C -1.3539 0.0179 -0.6304 -0.66 0.13 -1.33 -0.1262
C -0.1768 -0.5056 0.1871 -0.67 0.72 1.66 -0.1147
C 1.1437 -0.5657 -0.5037 2.17 -1.20 -0.12 -0.2200
C 1.9032 -1.8430 -0.7124 0.21 2.36 1.62 -0.0799
C 3.0847 -1.5610 -1.5499 0.23 1.41 0.68 -0.1144
C 3.0523 -0.1233 -1.9192 0.92 -0.57 1.79 -0.1025
C 1.8156 0.4474 -1.3799 1.63 -1.56 0.83 -0.1346
Fe 1.3723 -1.1326 -2.4429 0.57 -0.07 -0.01 0.3133
C 0.9488 -0.5510 -4.2644 -0.55 -1.51 -1.02 -0.1401
C -0.2608 -0.5981 -3.4200 -0.36 -1.78 -1.13 -0.1403
C -0.3964 -1.9759 -2.9058 -0.96 -0.31 -2.79 -0.1423
C 0.7389 -2.7743 -3.3954 -1.25 1.07 -1.14 -0.1088
C 1.5654 -1.8961 -4.2487 -1.68 -0.15 -1.48 -0.1509
H -2.1103 0.5627 -0.0382 0.57 -0.20 -0.13 0.0656
H -1.0123 0.7175 -1.4856 -0.52 -1.15 1.66 0.0788
H -1.9386 -0.8531 -1.1228 0.99 1.35 0.68 0.0805
H -0.1104 -0.1783 1.2901 -0.04 0.34 -2.27 0.1174
H 1.6143 -2.7639 -0.1867 0.49 0.58 -0.84 0.0906
H 3.8247 -2.3376 -1.8328 -0.60 0.87 0.16 0.1204
H 3.8265 0.4465 -2.5032 -1.16 -0.85 0.56 0.1274
H 1.5013 1.5462 -1.4679 0.10 -1.33 -0.27 0.0971
H 1.2791 0.3156 -4.8689 -0.18 -0.70 0.71 0.1192
H -0.9960 0.2201 -3.3097 0.82 -0.74 -0.06 0.1137
H -1.2805 -2.3927 -2.3856 1.14 0.54 -0.27 0.0839
H 0.8680 -3.8629 -3.2297 0.09 1.08 0.07 0.1185
H 2.4374 -2.2119 -4.8551 -0.63 0.29 0.80 0.1162